Density functional theory data (ωB97M-V/def2-TZVPD) for 3 unconnected molecules or ions with the total composition C29H60BBr2ClF3IN7O6.

Properties
Net charge: +1
E_HOMO, eV: -9.833
Energy, eV: -223291.214
Lowest unoccupied orbital energy, eV: -3.3
Kohn-Sham gap, eV: 6.57

```
110
Properties=species:S:1:pos:R:3:forces:R:3:lowdin_charge:R:1
C -0.535 5.406 7.313 -0.12 -0.73 0.58 -0.16
C 0.130 4.039 6.983 0.23 0.98 -0.05 -0.69
I -1.279 2.457 7.394 0.12 0.21 0.08 1.00
C 0.801 4.025 5.549 0.17 -0.04 0.58 -0.13
C 0.577 2.795 4.705 0.79 0.95 1.15 -0.16
N -0.487 2.514 4.045 0.21 -0.69 -1.08 0.06
C -1.800 3.149 3.873 -0.59 0.58 0.03 -0.10
C -1.998 4.656 4.061 -0.05 0.19 -0.63 -0.13
C -1.755 5.557 2.817 -1.09 0.82 1.60 -0.79
F -2.097 4.960 1.663 0.69 -0.26 -0.20 -0.03
Br 0.025 6.374 2.788 -0.14 -0.39 -0.15 0.89
C -2.764 6.783 2.975 0.07 -1.11 -1.99 -0.95
F -2.832 7.211 4.214 0.13 0.40 0.54 0.09
F -2.371 7.746 2.145 0.04 0.65 0.30 0.01
Br -4.538 6.257 2.305 0.08 0.04 0.56 0.85
C -0.344 1.181 3.387 0.83 -3.01 1.29 -0.31
C -1.583 0.223 3.624 0.84 -0.11 -0.96 -0.07
C -2.566 0.136 2.462 2.11 -1.73 0.34 -0.77
O -3.515 0.777 2.400 -3.27 2.49 -0.08 0.09
Cl -2.312 -1.041 1.128 0.44 -0.19 1.00 0.77
C 0.343 1.041 2.002 -1.19 0.59 -0.84 -0.06
C 0.017 2.080 0.908 1.44 0.36 -1.98 -0.63
N 0.974 1.768 -0.196 -0.16 -0.68 1.10 0.08
N 0.367 3.420 1.383 -0.29 -0.33 0.68 0.07
N -1.312 1.973 0.327 -0.49 0.57 0.69 0.11
C 0.711 0.497 4.346 0.33 2.00 -1.42 -0.05
C 1.683 1.729 4.604 -2.09 -0.03 0.58 -0.06
B 2.443 1.275 5.931 0.70 -0.06 0.33 -0.60
O 1.963 1.638 7.193 -0.45 -0.86 -0.95 0.08
N 3.616 0.435 5.859 0.15 1.53 -0.18 -0.08
C 4.340 0.578 4.572 -0.20 -0.21 0.05 -0.08
C 4.563 0.863 6.945 0.02 -0.13 -0.42 -0.05
H 0.081 6.255 6.987 -0.19 -0.26 -0.16 0.09
H -1.571 5.462 6.957 0.38 0.24 -0.13 0.06
H -0.595 5.463 8.410 -0.06 0.08 -0.32 0.08
H 0.925 3.929 7.724 -0.24 -0.51 -0.30 0.07
H 0.556 4.975 5.063 -0.14 -0.47 -0.25 0.05
H 1.884 4.066 5.737 -0.31 -0.02 -0.12 0.14
H -2.165 2.877 2.876 0.33 0.08 0.20 0.11
H -2.493 2.644 4.561 0.39 0.09 -0.05 0.10
H -1.505 5.123 4.914 0.02 -0.34 -0.15 0.07
H -3.075 4.786 4.261 0.29 -0.33 -0.03 0.12
H -2.077 0.491 4.566 -0.20 0.03 -0.45 0.12
H -1.153 -0.777 3.774 -0.10 0.25 -0.14 0.13
H 1.440 0.978 2.042 -0.32 0.35 0.39 0.12
H 0.030 0.064 1.600 0.02 0.30 0.21 0.10
H 0.789 2.357 -1.002 -0.04 -0.27 -0.03 0.08
H 0.846 0.784 -0.429 0.09 0.29 -0.57 0.08
H 1.329 3.359 1.717 -0.11 0.19 -0.17 0.08
H 0.382 4.083 0.611 -0.14 -0.12 0.06 0.08
H -2.004 2.556 0.797 0.12 -0.15 0.09 0.07
H -1.310 2.302 -0.635 0.14 -0.21 0.11 0.09
H 0.207 0.256 5.290 0.39 -0.38 -0.20 0.12
H 1.156 -0.312 3.761 -0.01 -0.20 0.78 0.14
H 2.277 2.071 3.743 0.08 -0.55 0.17 0.14
H 1.936 0.801 7.688 0.19 0.58 0.45 0.13
H 3.734 0.219 3.728 0.09 0.21 0.24 0.08
H 4.594 1.647 4.443 0.16 -0.44 -0.35 0.10
H 5.260 -0.019 4.565 -0.23 0.16 0.13 0.10
H 5.559 0.500 6.664 -0.24 -0.07 0.41 0.09
H 4.265 0.493 7.930 0.16 -0.01 -0.26 0.09
H 4.610 1.966 6.973 0.13 -0.35 0.19 0.10
C -2.862 -3.162 -6.486 -0.03 0.17 -0.05 -0.11
O -3.839 -2.378 -5.822 0.13 -0.28 -0.03 -0.19
C -4.502 -3.062 -4.766 -0.35 0.34 0.10 -0.21
C -4.096 -2.486 -3.421 0.28 -0.11 -0.14 -0.21
N -2.712 -2.827 -3.103 -0.08 0.09 0.13 -0.05
C -2.162 -2.103 -1.961 0.11 0.01 -0.36 -0.23
C -2.044 -0.578 -2.086 0.22 -0.15 0.21 -0.26
O -1.086 -0.149 -3.043 -0.25 0.09 0.02 -0.19
C -1.553 -0.092 -4.385 0.32 0.02 -0.02 -0.09
H -2.529 -2.610 -7.364 -0.02 0.05 0.06 0.09
H -1.994 -3.340 -5.844 0.05 -0.17 -0.08 0.07
H -3.281 -4.117 -6.817 0.05 -0.03 0.05 0.09
H -4.332 -4.142 -4.806 0.17 0.03 -0.01 0.12
H -5.574 -2.893 -4.905 0.01 -0.03 0.02 0.12
H -4.753 -2.885 -2.643 0.03 0.01 0.02 0.12
H -4.242 -1.400 -3.472 -0.20 0.00 0.00 0.10
H -2.130 -2.634 -3.908 -0.05 -0.06 -0.02 0.06
H -1.158 -2.502 -1.787 0.01 0.07 0.05 0.12
H -2.753 -2.348 -1.074 -0.11 0.01 -0.09 0.07
H -1.686 -0.201 -1.130 0.05 0.08 -0.09 0.03
H -3.012 -0.092 -2.254 -0.02 -0.07 -0.17 0.12
H -2.613 0.166 -4.443 -0.03 -0.10 0.03 0.09
H -1.367 -1.037 -4.900 -0.18 0.02 -0.11 0.06
H -0.981 0.676 -4.906 0.01 0.02 0.07 0.09
C 2.177 -6.319 -3.834 0.10 0.16 0.03 -0.12
O 3.250 -5.622 -4.442 -0.22 -0.25 0.00 -0.20
C 3.787 -6.282 -5.585 0.41 0.27 -0.11 -0.21
C 3.464 -5.519 -6.857 -0.31 -0.04 0.19 -0.21
N 2.044 -5.609 -7.180 0.11 0.13 -0.08 -0.05
C 1.610 -4.698 -8.239 -0.14 -0.12 0.20 -0.20
C 1.732 -3.195 -7.982 -0.15 0.03 -0.39 -0.22
O 0.862 -2.704 -6.974 0.24 -0.02 0.09 -0.19
C 1.348 -2.837 -5.649 -0.37 0.09 -0.01 -0.10
H 1.947 -5.821 -2.892 0.05 0.04 -0.04 0.09
H 1.280 -6.302 -4.461 -0.04 -0.15 0.02 0.08
H 2.454 -7.355 -3.618 -0.07 -0.02 -0.04 0.09
H 3.455 -7.322 -5.649 -0.16 0.06 0.01 0.12
H 4.874 -6.293 -5.458 -0.02 -0.03 -0.01 0.12
H 4.047 -5.936 -7.684 -0.02 0.02 -0.01 0.12
H 3.778 -4.479 -6.705 0.22 -0.03 -0.01 0.10
H 1.504 -5.407 -6.350 0.02 -0.05 0.01 0.06
H 0.556 -4.918 -8.429 0.02 0.06 -0.06 0.12
H 2.153 -4.945 -9.157 0.06 0.04 0.03 0.12
H 1.429 -2.688 -8.902 -0.03 0.00 0.03 0.12
H 2.764 -2.880 -7.791 0.01 -0.07 0.17 0.11
H 2.436 -2.752 -5.595 0.01 -0.10 -0.02 0.09
H 1.022 -3.784 -5.209 0.20 -0.04 0.10 0.07
H 0.910 -2.036 -5.050 0.02 0.04 -0.06 0.08
```
Positions in Å, forces in eV/Å.



Density functional theory data (ωB97M-V/def2-TZVPD) for 4 unconnected molecules or ions with the total composition H8O4.

Properties
Net charge: -1
E_HOMO (spin up / spin down), eV: 0.721 / -7.171
Energy, eV: -8319.002
Lowest unoccupied orbital energy (spin up / spin down), eV: 3.8 / 3.8
Relative energy (zero: lowest compared OMol25 entry of this formula, charge and spin), kJ/mol: 44.32
Expectation value of S²: 0.750
Kohn-Sham gap (spin up / spin down), eV: 3.11 / 10.98
Multiplicity: 2

```
12
Properties=species:S:1:pos:R:3:forces:R:3:lowdin_spin:R:1
O -16.969 -19.817 1.372 -0.18 -0.52 1.17 0.13
H -16.816 -19.134 0.719 0.50 0.30 -0.43 0.02
H -16.319 -20.490 1.172 0.11 -0.28 -0.07 0.02
O -17.184 -18.128 -0.573 1.09 0.30 0.56 0.33
H -17.409 -18.014 -1.497 -0.25 0.12 -1.40 0.15
H -17.975 -18.491 -0.177 -1.29 -0.03 0.00 0.09
O -19.067 -21.084 2.837 -0.46 -0.46 0.36 0.05
H -18.566 -20.381 2.423 0.62 0.32 -0.57 0.01
H -19.367 -20.709 3.665 -0.09 0.04 0.16 0.00
O -16.205 -15.780 0.529 0.37 0.71 0.70 0.13
H -16.230 -16.560 -0.025 -0.39 -0.67 -0.29 0.03
H -16.160 -15.049 -0.087 -0.04 0.17 -0.20 0.03
```
Positions in Å, forces in eV/Å.



Density functional theory data (ωB97M-V/def2-TZVPD) for a molecular structure, C3H8NS2.

Properties
Net charge: +1
E_HOMO, eV: -13.399
Energy, eV: -26393.149
Lowest unoccupied orbital energy, eV: -4.9
Relative energy (zero: lowest compared OMol25 entry of this formula, charge and spin), kJ/mol: 110.11
Kohn-Sham gap, eV: 8.52

```
14
Properties=species:S:1:pos:R:3:forces:R:3:lowdin_charge:R:1
C 2.897 0.662 0.060 0.03 0.11 0.04 -0.57
C -0.650 -0.021 0.229 1.33 0.00 -0.09 -0.52
C -3.065 -0.250 0.131 -0.92 0.31 0.01 -0.04
N -1.715 -0.715 -0.032 0.45 -0.14 -0.02 -0.08
S 4.459 -0.062 0.017 -1.26 -0.14 0.17 0.87
S 0.909 -0.656 -0.020 0.39 -0.51 -0.12 0.81
H 2.651 1.086 1.019 0.01 0.11 0.05 0.02
H 2.571 1.190 -0.818 0.00 0.15 -0.05 0.02
H -0.768 0.980 0.624 -0.27 0.09 0.00 0.10
H -3.638 -0.963 0.724 0.06 0.05 0.03 0.10
H -3.072 0.720 0.627 0.04 -0.09 0.00 0.10
H -3.547 -0.146 -0.844 0.07 -0.02 0.08 0.10
H -1.598 -1.652 -0.403 0.12 0.07 0.01 0.15
H 4.568 -0.173 -1.314 -0.05 0.01 -0.10 -0.09
```
Positions in Å, forces in eV/Å.